A structure of composition C64H46F4GaN13O2P2. Source: OMol25; level of theory: ωB97M-V with the def2-TZVPD basis set.

Geometry as XYZ:
```
132
Properties=species:S:1:pos:R:3:forces:R:3
Ga -0.652801 -0.662188 -0.074440 -0.5 0.4 -0.5
C 4.123406 7.636154 -2.963615 0.0 0.2 -0.1
O 4.042725 6.445019 -2.166298 0.2 -0.1 -0.1
C 4.312040 5.283600 -2.729959 0.1 -0.2 0.0
C 4.313864 4.161490 -1.870749 0.0 -0.1 0.1
C 4.574181 2.912231 -2.360146 -0.1 -0.1 -0.1
C 4.813198 2.738487 -3.743594 -0.1 0.2 0.5
C 4.881250 3.863252 -4.576412 0.0 -0.2 -0.1
C 4.611920 5.115044 -4.087425 0.0 0.2 -0.2
N 5.020312 1.519623 -4.347691 -0.2 -0.4 -0.6
N 4.713431 0.413507 -3.942792 0.2 0.4 0.3
C 3.772478 -0.061032 -3.081364 -0.1 0.1 0.1
C 4.165091 -1.051668 -2.169651 0.0 0.1 0.0
C 3.318079 -1.483497 -1.170945 0.2 -0.1 0.1
C 2.032181 -0.958155 -1.077989 -0.4 0.3 0.0
O 1.197531 -1.239967 -0.144073 0.4 -0.4 -0.3
C 1.562021 -0.026811 -2.068907 0.3 0.2 -0.4
N 0.281049 0.380150 -1.926881 0.2 -0.2 -0.2
C -0.195544 1.233564 -2.814165 0.1 0.0 -0.1
C 0.552783 1.681601 -3.910912 0.1 0.0 0.0
C 1.848602 1.259577 -4.067399 -0.1 0.1 0.0
C 2.407831 0.406703 -3.100416 -0.1 0.0 0.1
H 3.955790 8.461773 -2.283221 0.0 0.0 0.1
H 3.354953 7.630715 -3.738061 0.0 0.0 0.0
H 5.111887 7.733914 -3.412904 0.0 0.0 0.1
H 4.130102 4.316129 -0.814865 0.0 0.0 0.0
H 4.626905 2.072326 -1.679671 -0.1 -0.1 0.0
H 5.111895 3.720020 -5.624124 0.0 0.0 0.0
H 4.640022 5.963497 -4.755030 0.0 0.0 0.0
H 5.185887 -1.408250 -2.214885 0.0 -0.1 -0.1
H 3.650392 -2.199906 -0.432364 0.0 0.0 0.0
H -1.215733 1.571547 -2.700523 0.6 0.0 -0.3
H 0.088805 2.346877 -4.625392 0.0 0.0 0.0
H 2.416489 1.564044 -4.936393 0.1 0.0 0.0
C 0.375680 -2.830550 3.775373 0.2 -0.1 0.0
N 0.313055 -2.194627 2.447353 -0.4 0.2 0.1
P -0.506026 -2.891978 1.141529 0.3 0.0 0.5
C -1.748463 -3.958886 1.910750 0.0 0.2 -0.2
C -1.804330 -5.330320 1.673219 0.0 0.1 0.0
C -2.765797 -6.095613 2.317358 -0.1 -0.1 0.0
C -3.671836 -5.496013 3.179962 0.0 0.0 0.0
C -3.636314 -4.123109 3.392619 -0.1 0.1 0.0
C -2.680940 -3.352283 2.754252 0.0 0.0 -0.1
C 0.621799 -4.017963 0.268367 -0.2 0.2 0.0
C 0.650695 -4.001409 -1.125126 0.0 0.0 0.1
C 1.514582 -4.836383 -1.815532 0.0 -0.1 0.0
C 2.352291 -5.693682 -1.114570 0.0 0.1 0.0
C 2.343778 -5.697171 0.273235 0.0 0.0 0.0
C 1.483048 -4.859221 0.967306 0.0 0.0 0.0
P 0.465610 -0.484238 2.312112 0.0 -0.4 0.4
C -0.147747 0.123066 3.901240 0.0 0.2 -0.3
C 0.699044 0.397575 4.973447 -0.1 0.0 0.0
C 0.158544 0.796040 6.186328 0.0 0.0 0.0
C -1.216266 0.923373 6.329181 0.0 0.0 0.0
C -2.059113 0.690949 5.250048 -0.1 0.0 0.0
C -1.525321 0.299287 4.033783 0.1 -0.1 0.0
C 2.248672 -0.148249 2.358114 -0.1 0.1 -0.1
C 3.205851 -1.136378 2.558897 0.0 0.0 -0.1
C 4.551146 -0.794200 2.589112 0.0 -0.1 0.0
C 4.945226 0.523256 2.400865 0.0 0.0 0.0
C 3.993043 1.509719 2.178026 0.0 0.0 0.0
C 2.648859 1.171434 2.149452 -0.1 -0.1 0.1
H 0.322405 -3.913128 3.678835 0.0 0.0 0.0
H -0.440050 -2.506354 4.423105 0.0 0.0 -0.1
H 1.317028 -2.571513 4.259671 0.0 0.0 0.0
H -1.106040 -5.795369 0.989827 0.0 0.0 0.0
H -2.809134 -7.162858 2.145478 0.0 0.0 0.0
H -4.417116 -6.098636 3.681675 0.0 0.0 0.0
H -4.356832 -3.660141 4.053648 0.0 0.0 0.0
H -2.653014 -2.276900 2.899147 0.0 0.0 0.1
H 0.007412 -3.316651 -1.670919 0.0 0.0 0.0
H 1.535762 -4.825846 -2.897577 0.0 0.0 0.0
H 3.022857 -6.351232 -1.651577 0.0 0.0 0.0
H 3.002847 -6.361790 0.816074 0.0 0.0 0.0
H 1.483870 -4.865818 2.050084 0.0 0.0 0.0
H 1.770718 0.295635 4.862232 0.0 0.0 0.0
H 0.812358 1.004691 7.022559 0.0 0.0 0.0
H -1.632469 1.216672 7.283642 0.0 0.0 0.0
H -3.127552 0.819931 5.360776 0.0 0.0 0.0
H -2.169629 0.134227 3.175591 -0.1 0.0 0.0
H 2.903834 -2.170337 2.674401 0.0 0.0 0.0
H 5.295790 -1.558699 2.771162 0.0 0.0 0.0
H 5.995278 0.782678 2.430858 0.0 0.0 0.0
H 4.300629 2.540342 2.048745 0.0 0.0 0.0
H 1.893694 1.932077 1.999070 0.1 0.0 0.0
C -2.938067 -3.481085 -1.202134 -0.1 0.0 0.0
C -3.040825 -2.098515 -1.736664 -0.1 0.0 0.0
N -2.325087 -1.030996 -1.379864 0.5 -0.1 0.3
C -2.856810 0.047917 -2.067984 -0.4 -0.1 0.0
C -3.882658 -0.374274 -2.835495 0.1 0.2 0.0
N -3.984823 -1.730881 -2.624202 0.1 0.1 0.0
C -5.058967 -2.531685 -3.214101 -0.2 0.1 0.1
N -6.317428 -2.215464 -2.621864 -0.1 -0.2 0.1
N -7.018403 -1.139615 -3.082046 0.2 0.0 -0.1
N -8.069972 -0.997284 -2.393743 -0.3 0.2 0.0
C -8.122357 -1.982039 -1.429140 0.6 -0.4 0.0
C -9.082562 -2.272660 -0.460330 -0.1 0.1 0.0
C -8.851557 -3.362579 0.348361 -0.2 0.1 0.0
C -7.690797 -4.142974 0.219545 0.1 0.0 0.0
C -6.726868 -3.865697 -0.726983 0.1 -0.2 0.0
C -6.972639 -2.776938 -1.559618 -0.3 0.3 0.0
H -1.979393 -3.640464 -0.729378 0.0 -0.1 -0.1
H -3.051926 -4.230523 -1.984661 0.0 0.0 0.0
H -3.719398 -3.642308 -0.455770 0.1 0.0 0.0
H -2.494233 1.048774 -1.949679 -0.5 -0.2 0.2
H -4.565911 0.161230 -3.472668 0.0 0.0 0.0
H -4.849975 -3.591320 -3.097998 0.1 0.0 0.0
H -5.120861 -2.283193 -4.271599 0.1 0.0 0.0
H -9.969547 -1.661272 -0.368795 0.0 0.0 0.0
H -9.582049 -3.636342 1.097203 0.0 0.0 0.0
H -7.560175 -4.991848 0.877681 0.0 0.0 0.0
H -5.843688 -4.485209 -0.822475 0.0 0.0 0.0
F 0.034970 3.097358 1.947110 0.0 0.0 0.1
C 0.530860 4.101633 1.206530 -0.2 0.0 -0.3
C 1.609796 4.791361 1.675406 0.2 0.1 0.0
F 2.128501 4.423487 2.841944 0.0 -0.1 0.1
C 2.185900 5.864986 0.957500 -0.3 0.0 -0.2
C 1.495637 6.220272 -0.231603 0.2 -0.1 0.2
C 0.429921 5.496532 -0.711042 0.0 -0.3 0.2
F -0.101465 5.840514 -1.881507 0.0 0.1 -0.1
C -0.069031 4.370493 -0.034187 0.3 0.2 0.1
C -1.061307 3.478110 -0.574882 -0.2 0.0 -0.1
C -1.258102 2.228951 -0.057335 0.0 -0.3 0.1
N -1.449233 1.119675 0.267012 -0.2 0.0 0.2
C -1.760281 3.657548 -1.801376 0.0 0.3 0.0
N -2.317668 3.660990 -2.810820 -0.1 0.0 0.0
F 1.919320 7.249238 -0.949244 -0.2 0.1 0.1
C 3.382080 6.496141 1.383628 0.1 0.1 0.0
C 3.942317 7.627614 0.744388 0.0 0.2 -0.1
N 4.439643 8.548616 0.261476 0.0 -0.1 0.0
C 4.184520 5.974770 2.428794 0.1 -0.1 0.1
N 4.896159 5.536179 3.222652 0.0 0.0 0.0
```
Forces are in eV/Å.

Computed properties:
LUMO energy (alpha / beta)	-6.301 / -7.181	eV
energy relative to the best compared isomer or geometry (same formula, charge and spin)	74.8	kJ/mol
net charge	+2